# 1
The following is a DFT calculation (wB97M-V/def2-TZVPD) of a cluster of 3 separate species, C25H45BFN4O5 in total in a non-equilibrium geometry.

The charge is +1. Its spin multiplicity is 3. The expectation value of S² is 2.008. For the gap between HOMO and LUMO (alpha / beta), the calculation gives 4.983 / 5.990 eV. As for the total energy: -46234.8715 eV.

Atoms and positions in Å:
1 F -1.9980 -2.4671 -3.6547
2 O 1.5155 2.8474 4.1725
3 O -0.3885 -0.4545 0.9356
4 O -6.1895 -6.9760 -5.7496
5 O -2.1537 -3.4149 -7.1123
6 O -4.3321 -5.7974 -6.0110
7 N -3.2443 -5.5940 -2.5964
8 N -0.8910 0.2216 -0.0424
9 N -5.8689 -5.9062 -5.9272
10 N 2.7256 2.4970 3.8884
11 C 3.1239 0.7373 5.5987
12 C 2.9171 1.0320 4.1145
13 C -2.5853 -3.6485 -3.6972
14 C -3.1597 -4.0891 -4.8661
15 C -3.7838 -5.3298 -4.8686
16 C 0.2902 2.4189 0.1256
17 C 0.0653 -1.6105 -1.3789
18 C 4.2432 1.5773 6.2082
19 C -1.0370 1.6722 0.3092
20 C -3.8114 -6.0843 -3.7020
21 C -1.0362 0.2385 -2.5442
22 C -0.1800 -0.1082 -1.3121
23 C 3.1861 4.8580 4.4636
24 C -2.1637 2.3178 -0.5468
25 C 3.7186 3.4302 4.5022
26 C -1.4560 1.8195 1.7680
27 C 1.6978 0.2837 3.5979
28 C 5.0397 3.4249 3.6817
29 C -5.4149 -2.1777 -5.4530
30 C 0.9977 2.1339 -1.1967
31 C -4.1372 -1.9720 -6.2842
32 C 3.9819 3.0626 5.9677
33 C -2.6358 -4.4081 -2.5428
34 C 1.1546 0.6299 -1.4003
35 C 4.1191 0.4927 3.3173
36 B -3.1057 -3.1497 -6.1811
37 H -1.8034 3.1673 -1.1289
38 H -2.3588 1.2436 1.9786
39 H 0.8001 0.5054 4.1721
40 H -4.2852 -7.0475 -3.6869
41 H 1.6158 0.4272 -2.3697
42 H 3.3375 -0.3258 5.7270
43 H 3.1172 3.3606 6.5689
44 H 1.9818 2.6050 -1.1900
45 H 4.8252 3.6526 6.3303
46 H 1.8398 0.2372 -0.6422
47 H -2.0247 -0.2170 -2.4701
48 H -6.0926 -1.3465 -5.6032
49 H 1.8666 -0.7908 3.6616
50 H -0.6784 1.5052 2.4606
51 H 2.3196 4.9959 5.1074
52 H 2.1951 0.9354 6.1427
53 H 5.9017 3.1489 4.2905
54 H 1.5030 0.5276 2.5529
55 H 2.9083 5.1479 3.4492
56 H 4.0321 0.7543 2.2608
57 H -1.4417 -2.7711 -7.1736
58 H -2.9760 2.6753 0.0834
59 H 4.2982 1.3886 7.2817
60 H -0.8695 -2.1627 -1.2610
61 H -2.2010 -4.0471 -1.6283
62 H 0.1054 3.4890 0.2266
63 H 5.2146 1.2874 5.7983
64 H -4.4102 -1.7936 -7.3167
65 H -1.6660 2.8694 1.9667
66 H 0.4952 -1.8714 -2.3463
67 H -5.9329 -3.0926 -5.7138
68 H 0.9659 2.1491 0.9429
69 H 4.1449 -0.5944 3.3875
70 H -5.2035 -2.2019 -4.3873
71 H 5.0811 0.8505 3.6776
72 H -3.2589 -6.1494 -1.7518
73 H -0.5581 -0.1501 -3.4444
74 H 0.4510 2.5839 -2.0304
75 H -2.6231 1.6134 -1.2364
76 H 5.2408 4.4075 3.2575
77 H 3.9679 5.5334 4.8098
78 H 5.0015 2.7467 2.8331
79 H 0.7610 -1.9501 -0.6143
80 H -1.1672 1.3056 -2.7045
81 H -3.6235 -1.1098 -5.8513

***

# 2
The following is a DFT calculation (wB97M-V/def2-TZVPD) of a structure of composition C31H27CrN9O2SSe2.

The charge is -1. For the energy relative to the best compared isomer or geometry (same formula, charge and spin), the calculation gives 0.00 kJ/mol. Its spin multiplicity is 2. The expectation value of S² is 0.784. For the gap between HOMO and LUMO (alpha / beta), the calculation gives 4.577 / 4.546 eV. As for the total energy: -220042.4110 eV.

Atoms and positions in Å:
1 Se 3.6431 -0.0842 -0.9610
2 Se 1.1803 4.5278 5.1957
3 Cr 1.2084 -0.0464 -1.0477
4 S -2.3904 -1.8739 -0.8266
5 O -3.0268 -0.6527 -1.2407
6 O -2.8494 -3.1051 -1.4170
7 N 1.7997 1.9148 -0.3867
8 N 1.0584 -0.0660 -3.3736
9 N 0.7886 2.8021 4.9311
10 N 0.9357 -0.0795 1.0624
11 N 1.6509 4.7928 3.4910
12 N -0.8052 -1.6587 -0.9630
13 N -3.1340 -2.2249 5.0795
14 N -0.1906 -3.9608 -0.6901
15 N 1.3272 -2.1995 -1.2144
16 C -2.9578 -2.1449 3.6914
17 C -3.0085 -0.8668 1.6479
18 C 2.0997 -4.4300 -1.1948
19 C 2.3004 4.4656 0.6409
20 C -1.3092 1.7683 -0.5980
21 C 1.0747 1.0913 1.7036
22 C -0.0239 -0.9603 -3.8110
23 C -0.3888 1.7953 -2.7854
24 C 1.5024 3.6571 2.8695
25 C 2.3269 2.8764 -1.1428
26 C 1.5493 2.2040 0.8940
27 C 0.6706 1.3040 -3.7351
28 C -0.3560 1.2719 -1.4878
29 C -2.2677 3.2086 -2.2705
30 C -1.3338 2.7350 -3.1815
31 C 0.8421 1.2303 3.0735
32 C -2.6529 -1.9969 0.9256
33 C 1.0243 2.5462 3.6758
34 C -2.6239 -3.2810 2.9540
35 C -2.4676 -3.2077 1.5792
36 C 1.7952 3.4622 1.4543
37 C -2.2490 2.7213 -0.9697
38 C 0.0744 -2.6711 -0.9688
39 C 2.5695 4.1570 -0.6792
40 C 0.3597 -1.0967 3.1494
41 C 0.5946 -1.1447 1.7824
42 C 2.3187 -3.0680 -1.3339
43 C 0.8186 -4.8086 -0.8291
44 C 2.2803 -0.4422 -4.0868
45 C -3.1569 -0.9380 3.0228
46 C 0.4707 0.1096 3.8055
47 H 2.9818 4.8934 -1.3550
48 H 2.4844 5.4491 1.0513
49 H -3.4296 -0.0521 3.5861
50 H 2.5432 -1.4683 -3.8331
51 H 1.5677 1.9238 -3.6812
52 H 0.0776 -2.0022 3.6656
53 H -0.1388 -0.8969 -4.9029
54 H 3.2936 -2.6151 -1.4965
55 H 2.1252 -0.3661 -5.1743
56 H -2.4875 -4.2280 3.4657
57 H -1.3352 1.3974 0.4246
58 H -2.6311 -2.9775 5.5221
59 H 2.9033 -5.1435 -1.3000
60 H 0.2151 -1.9879 -3.5452
61 H -1.3427 3.0972 -4.2059
62 H 0.3265 1.3403 -4.7814
63 H -3.1658 0.0624 1.1157
64 H -0.9575 -0.6787 -3.3315
65 H 2.5909 2.5803 -2.1447
66 H -2.2031 -4.0817 0.9973
67 H 0.5913 -5.8495 -0.6124
68 H 3.1048 0.1888 -3.7644
69 H -2.9807 3.0726 -0.2496
70 H -3.0012 -1.3520 5.5654
71 H -3.0079 3.9391 -2.5746
72 H 0.2916 0.2042 4.8687
73 H 0.5124 -2.0820 1.2562

***

# 3
The following is a DFT calculation (wB97M-V/def2-TZVPD) of the molecule C16H15Cl2N in a non-equilibrium geometry.

The SMILES is Cc1nc2cc(Cl)cc(Cl)c2cc1C1=CCCCC1. The charge is 0. For the gap between HOMO and LUMO, the calculation gives 8.279 eV. As for the total energy: -43370.5677 eV.

Atoms and positions in Å:
1 Cl 1.0361 6.8409 -0.3388
2 Cl 0.2466 2.8959 3.2754
3 N 0.4467 1.9021 -1.7480
4 C 0.1003 0.1269 -0.1713
5 C 0.1701 1.0372 0.8790
6 C 0.3604 3.3722 1.6022
7 C 0.8081 -2.2283 -0.2425
8 C -1.4091 -1.6926 0.8373
9 C 0.6151 -3.6845 -0.0490
10 C -0.8164 -4.0366 0.3774
11 C 0.7592 4.1383 -1.0621
12 C 0.5597 4.6986 1.2498
13 C 0.1460 -0.3181 -2.6618
14 C 0.5378 2.7864 -0.7553
15 C -1.3217 -3.0901 1.4410
16 C 0.3287 2.3986 0.5785
17 C 0.2321 0.6026 -1.5041
18 C -0.1180 -1.2913 0.1843
19 C 0.7538 5.1096 -0.0502
20 H -0.5871 -3.0666 2.2457
21 H 1.2897 -4.0410 0.7362
22 H 0.8979 4.4288 -2.1014
23 H -0.0092 0.6324 1.8995
24 H 1.0409 -0.8489 -2.8062
25 H -0.6439 -1.0537 -2.4686
26 H 0.5840 5.4336 2.0739
27 H 0.8845 -4.2310 -0.9322
28 H -0.8045 -5.0845 0.7871
29 H 1.7034 -1.8817 -0.7692
30 H -2.1788 -1.6291 0.0293
31 H -1.6631 -1.0423 1.6557
32 H -2.2948 -3.4111 1.8550
33 H -0.1233 0.2170 -3.5869
34 H -1.5314 -3.9897 -0.4599

***

# 4
The following is a DFT calculation (wB97M-V/def2-TZVPD) of a structure of composition C14H23BrF6N2O7PdS2Sb in a non-equilibrium geometry.

The charge is +3. For the energy relative to the best compared isomer or geometry (same formula, charge and spin), the calculation gives 203.99 kJ/mol. Its spin multiplicity is 5. The expectation value of S² is 6.016. For the gap between HOMO and LUMO (alpha / beta), the calculation gives 9.498 / 5.153 eV. As for the total energy: -150203.7133 eV.

Atoms and positions in Å:
1 Sb 0.6724 -3.5322 -1.1579
2 Pd -0.4070 1.2239 -0.3027
3 Br 2.2511 0.4914 -0.1397
4 S -1.7150 -1.1581 -0.4128
5 S -1.1768 -1.3033 2.3154
6 F -0.7743 -3.8488 1.8477
7 F -3.1346 0.9264 -1.0990
8 F -4.2996 -0.5284 0.0137
9 F 1.0166 -2.6766 2.1333
10 F -0.2145 -3.1864 3.8434
11 F -2.8590 0.7891 1.0072
12 O -0.5765 3.4605 -0.1015
13 O -2.2011 -2.4805 -0.5626
14 O 2.9509 1.5296 4.9023
15 O 0.1078 2.1039 -2.3543
16 O -0.6352 -0.3662 3.2316
17 O -1.0628 -0.5353 -1.5898
18 O -2.5640 -1.5901 2.2008
19 N 0.6191 1.7519 1.5724
20 N -0.5941 -0.9025 0.7386
21 C 1.8096 1.1642 1.5833
22 C 0.7800 -2.9546 -3.2026
23 C 0.1541 2.2719 2.7226
24 C 2.1602 1.6322 3.8630
25 C -1.9073 4.0183 0.0740
26 C -3.1605 0.0546 -0.0776
27 C -0.2306 -2.8893 2.5791
28 C 2.7579 -3.9085 -0.9009
29 C -0.1616 3.5136 -2.4562
30 C 2.6375 1.0765 2.6568
31 C 0.8947 2.2402 3.8755
32 C -0.0690 1.4100 -3.6159
33 C 0.2117 4.0962 -1.1305
34 C -0.4604 -5.3199 -1.3019
35 H 0.7227 1.7363 -4.2905
36 H -1.0421 1.6424 -4.0472
37 H 3.2981 -3.0890 -1.3663
38 H 0.4398 3.9531 -3.2559
39 H 0.4877 2.6697 4.7816
40 H -2.4654 4.0348 -0.8611
41 H 1.5855 -2.2363 -3.3331
42 H 2.6070 1.9359 5.7111
43 H -0.8213 2.7375 2.6951
44 H -2.4208 3.4100 0.8145
45 H 0.0633 5.1767 -1.1107
46 H -1.7950 5.0326 0.4568
47 H -0.1710 -2.5427 -3.5309
48 H 2.9339 -4.8514 -1.4210
49 H 3.0086 -4.0020 0.1517
50 H -1.2155 3.6691 -2.7014
51 H 3.6152 0.6163 2.6141
52 H 0.0188 0.3478 -3.4250
53 H 0.9950 -3.8758 -3.7457
54 H -0.1673 -5.7820 -2.2444
55 H -1.5143 -5.0548 -1.2965
56 H 1.2500 3.8681 -0.8897
57 H -0.2324 -5.9697 -0.4605

***

# 5
The following is a DFT calculation (wB97M-V/def2-TZVPD) of the molecule C7H12.

The charge is 0. For the energy relative to the best compared isomer or geometry (same formula, charge and spin), the calculation gives 397.88 kJ/mol. For the gap between HOMO and LUMO, the calculation gives 8.448 eV. As for the total energy: -7449.3076 eV.

Atoms and positions in Å:
1 C -1.4534 -0.5914 -0.7725
2 C 0.2145 -0.2126 1.5301
3 C 2.1239 0.5689 -0.0525
4 C 0.7546 -0.0224 0.1265
5 C -0.3232 0.3783 -0.8852
6 C -2.7380 0.0676 -0.4357
7 C 1.8873 -0.8951 -0.3234
8 H 1.0148 -0.4502 2.2392
9 H -2.7213 1.1409 -0.1686
10 H -3.2831 -0.5100 0.3234
11 H 2.2925 1.2268 -0.9020
12 H 2.2856 -1.6158 0.3867
13 H -0.5031 -1.0439 1.5417
14 H -3.3451 -0.0575 -1.3514
15 H 1.8980 -1.2363 -1.3550
16 H 2.6819 0.8435 0.8395
17 H 0.0999 0.2742 -1.8955
18 H -0.5896 1.4417 -0.7291
19 H -0.2962 0.6932 1.8840